[1]
This record from the OMol25 dataset describes a 2-piece molecular cluster, C12H27N3O4 overall in a non-equilibrium geometry. The level of theory is ωB97M-V with the def2-TZVPD basis set.

Cartesian coordinates (Å):
C 0.71 -2.26 -1.00
H 2.67 -2.15 -4.37
C -0.64 1.16 0.69
C 2.55 -3.12 -2.60
C -0.31 -2.73 0.04
H 3.32 -2.49 -2.13
H 0.80 -4.20 -1.96
H -0.03 3.06 1.46
O 3.17 -4.87 -4.17
N -2.47 5.27 1.52
C -1.92 3.74 3.40
H -3.22 5.78 1.07
H 0.20 -3.17 0.91
H -1.01 1.80 3.37
H 1.04 -0.38 0.03
C 3.25 -4.39 -3.06
C 1.63 -1.19 -0.42
H 1.31 -3.00 -4.18
O -1.67 -0.28 -0.94
H -2.25 3.54 4.43
H -3.83 3.99 2.44
H 2.27 -1.61 0.37
H -2.59 1.85 2.60
H 2.01 -3.97 -0.70
H -0.98 -3.50 -0.37
H 2.27 -0.75 -1.19
C -0.97 2.51 1.34
H -1.59 3.11 0.67
H -0.92 -1.90 0.39
O -2.97 0.46 0.72
H -1.77 5.96 1.78
N 0.33 1.25 -0.41
H 4.35 -5.77 -2.46
H -3.36 5.34 3.47
C -1.65 2.40 2.71
H -0.74 -0.09 -1.19
H -0.98 4.32 3.49
H -0.21 0.50 1.45
O 3.97 -4.97 -2.07
H 0.18 2.10 -0.94
H 1.28 1.29 -0.05
C -2.98 4.62 2.73
C -1.89 0.43 0.17
N 1.95 -2.38 -3.69
C 1.50 -3.47 -1.53
H 0.17 -1.82 -1.85

Results
Structure (SMILES) ... CC(C)C[C@H](N)C(=O)O.NCCCC[C@H](N)C(=O)O
LUMO energy ... 0.0240 Ha

***

[2]
This record from the OMol25 dataset describes C44H49NP2Tc as an isolated structure in a non-equilibrium geometry. The level of theory is ωB97M-V with the def2-TZVPD basis set.

Cartesian coordinates (Å):
H 1.41 0.25 5.25
C 1.27 -0.67 -1.53
C 2.93 4.25 -0.01
C 3.50 3.44 -2.22
C 2.52 2.97 0.35
H 3.69 5.51 -1.60
H 2.17 1.81 -3.93
Tc 0.10 0.62 0.95
H -3.73 2.72 3.64
H -3.98 -3.76 2.47
C -1.58 -0.27 -3.70
H -4.01 0.96 5.42
C 3.27 -2.06 0.74
H 4.96 0.69 -0.37
H 2.88 5.06 0.71
H -0.79 2.17 -0.89
H 3.29 1.30 -2.50
H -1.67 2.54 -5.40
C -3.78 0.51 -0.68
H 3.83 3.63 -3.24
C -4.12 2.89 -1.00
H 1.85 -2.71 5.38
H 0.26 -3.53 5.51
H 1.00 -0.41 6.86
P 2.01 0.23 -0.17
N 0.14 -1.45 5.32
C 1.34 -0.08 -4.42
H -3.59 -4.78 -1.70
C -1.25 0.57 2.66
H -2.62 -1.71 2.10
H -2.43 -0.97 5.49
C 1.34 1.26 -4.36
H 4.18 -3.90 1.41
H 2.25 -2.40 0.95
H 0.27 -0.42 -6.23
C 3.17 2.14 -1.82
H -2.33 4.08 -1.18
H 2.19 -0.64 -4.03
H 2.60 1.02 2.29
H -1.05 -2.43 3.96
H -1.68 -1.35 -5.54
H 6.89 -0.83 0.05
C -2.57 -2.99 -1.07
C -3.08 1.84 3.66
H 0.47 3.16 -4.80
C -3.85 -4.43 0.42
C 5.87 -1.17 0.25
H 0.91 -2.56 6.89
H 1.98 -0.99 -2.29
H -2.21 -0.70 -2.92
H -0.24 -2.02 -2.17
C -2.09 1.69 2.68
H -1.19 0.95 -6.02
C 0.60 -0.20 5.86
C 1.58 0.67 2.50
H -5.72 1.45 -0.77
C -2.39 0.69 -0.74
C -1.06 1.65 -5.18
H 0.32 -1.64 3.19
H 6.50 -3.12 0.95
H -4.44 -5.32 0.58
C 3.40 4.50 -1.31
C 4.79 -0.33 -0.01
H 0.77 2.14 -6.22
C -0.44 -1.51 3.99
H -2.20 -2.76 -2.07
H 0.92 -1.86 -5.44
C -1.55 1.05 -3.90
C 0.42 2.12 -5.17
C -1.35 -0.33 3.74
H 1.70 -0.32 2.95
C -3.23 0.88 4.66
P -1.22 -0.70 -0.28
C 0.41 -0.90 -5.25
C -2.75 3.08 -1.04
H -2.02 1.75 -3.22
C -0.99 -1.25 -4.68
H 1.17 1.34 3.28
C -4.64 1.60 -0.82
H -1.97 2.46 1.92
C 2.63 1.91 -0.56
C -2.80 -2.41 1.28
H 2.09 2.80 1.34
C -3.58 -3.55 1.48
C 0.83 -2.63 5.79
C -2.36 -0.21 4.69
C 4.35 -2.90 1.01
C -3.36 -4.13 -0.86
H -0.95 -2.26 -4.22
H -0.21 0.52 5.94
C 0.00 -1.17 -1.52
C -1.88 1.99 -0.89
H -4.80 3.74 -1.11
C 5.66 -2.46 0.75
C 3.48 -0.78 0.21
C -2.27 -2.14 0.01
H -4.19 -0.49 -0.50

Results
LUMO energy (spin up / spin down) ... -0.2347 / -0.3099 Ha
Multiplicity ... 4
Net charge ... +2

***

[3]
This record from the OMol25 dataset describes a 7-piece molecular cluster, H14O6S overall. The level of theory is ωB97M-V with the def2-TZVPD basis set.

Cartesian coordinates (Å):
H 1.50 -0.07 -1.17
O 0.73 0.98 0.88
H -0.46 4.53 0.85
H 0.14 -2.75 3.11
S -0.89 -1.94 -3.01
H 2.30 0.88 -2.03
H 1.19 -3.28 4.06
O 0.04 -1.83 0.39
H -0.01 -0.92 0.72
H 0.96 -1.98 0.14
H -0.13 -0.86 -3.16
O 2.07 -0.06 -1.94
O -2.76 0.70 -1.84
H 0.85 0.90 1.84
H -0.64 -2.24 -1.73
O 0.25 -3.11 4.00
H -3.54 1.09 -2.24
H -2.65 -0.14 -2.29
O 0.50 4.44 0.87
H 0.62 4.13 1.78
H -0.06 1.53 0.77

Results
Structure (SMILES) ... O.O.O.O.O.O.S
LUMO energy ... -0.0042 Ha

***

[4]
This record from the OMol25 dataset describes C3H3Br3O as an isolated structure in a non-equilibrium geometry. The level of theory is ωB97M-V with the def2-TZVPD basis set.

Cartesian coordinates (Å):
C -0.19 0.59 0.02
H -1.18 1.10 0.29
Br -1.62 -1.98 0.29
Br -1.45 -0.24 -2.40
H 0.51 1.17 1.90
C 0.80 0.61 1.08
Br 1.11 -1.83 -1.35
C -0.50 -0.76 -0.90
O 0.88 1.41 -0.06
H 1.66 -0.07 1.12

Results
LUMO energy ... -0.0079 Ha

***

[5]
This record from the OMol25 dataset describes one molecule with the formula C2H5N3P2 in a non-equilibrium geometry. The level of theory is ωB97M-V with the def2-TZVPD basis set.

Cartesian coordinates (Å):
N 0.26 1.87 -0.89
H -0.59 0.35 1.80
P 0.43 0.33 -1.63
P -1.33 2.00 -1.07
H -2.10 -0.07 -2.18
N 0.93 -0.81 -0.70
H 1.69 -1.57 1.08
N -1.38 0.45 -1.71
C -0.10 -0.59 1.65
H 1.74 0.22 0.98
H -0.67 -1.49 1.83
C 1.12 -0.67 0.84

Results
LUMO energy (spin up / spin down) ... -0.0692 / -0.0174 Ha

***

[6]
This record from the OMol25 dataset describes a 2-piece molecular cluster, C5H8NO overall in a non-equilibrium geometry. The level of theory is ωB97M-V with the def2-TZVPD basis set.

Cartesian coordinates (Å):
C -1.32 1.45 0.45
C 1.70 -0.52 -0.06
H -1.48 0.76 1.14
H -2.22 1.95 0.01
N -0.57 0.92 -0.70
C -0.32 -1.96 0.20
C 2.83 0.07 0.03
H -1.36 -1.71 0.21
C 0.46 -0.80 -0.09
O 3.90 0.48 -0.02
H -1.16 0.74 -1.50
H -0.63 2.19 0.78
H 0.28 1.32 -1.05
H -0.12 -2.16 1.16
H 0.01 -2.73 -0.56

Results
LUMO energy ... -0.1992 Ha
Net charge ... +1

***

[7]
This record from the OMol25 dataset describes C21H13F5N3O2RuS2Se2Te2 as an isolated structure in a non-equilibrium geometry. The level of theory is ωB97M-V with the def2-TZVPD basis set.

Cartesian coordinates (Å):
N -0.37 -0.78 1.82
H -1.28 2.42 4.07
C 1.63 -2.83 -0.55
C -2.14 -1.80 -1.65
S 2.35 0.19 1.00
C -1.89 -0.81 -0.47
F -1.93 -3.07 -1.28
C -3.37 -2.76 5.45
C -1.80 -1.43 4.21
H -4.12 -2.84 6.23
H 4.95 -4.73 2.00
F -2.45 -1.52 0.61
C -1.45 -2.54 3.46
Te 2.96 2.54 -1.97
O 0.67 -2.01 -0.73
H -1.84 -4.60 3.05
F -1.38 -1.56 -2.71
C 4.43 -3.80 1.78
N -0.27 1.65 0.94
C 0.01 2.88 0.52
H 5.56 -2.60 3.18
C -3.04 -3.87 4.69
C 3.04 -1.41 1.20
C -0.69 1.49 2.22
F -2.82 0.21 -0.62
C 3.42 -3.76 0.85
C 2.70 -2.60 0.52
O 1.71 -3.88 -1.19
H 0.39 2.99 -0.48
H -3.04 -0.66 5.78
C 4.09 -1.46 2.14
Se -0.79 1.36 -2.37
H 4.35 -0.54 2.65
H -0.85 4.71 3.24
S -0.14 -2.41 2.30
Se 1.51 0.61 -2.19
C -0.17 4.01 1.32
C -0.67 3.85 2.60
H -3.52 -4.82 4.86
F -3.43 -1.74 -2.09
Ru 0.15 -0.13 -0.05
C 4.77 -2.62 2.44
H 3.14 -4.66 0.30
C -2.09 -3.75 3.67
H -1.53 0.58 4.46
N -1.16 -0.21 3.95
C -0.92 2.57 3.06
C -2.77 -1.54 5.20
H 0.08 4.97 0.91
C -0.75 0.10 2.67
Te -0.85 3.82 -2.78

Results
LUMO energy (spin up / spin down) ... 0.1401 / 0.1401 Ha
Multiplicity ... 2
Net charge ... -2

***

[8]
This record from the OMol25 dataset describes one molecule with the formula C17H14BCl2N3O4 in a non-equilibrium geometry. The level of theory is ωB97M-V with the def2-TZVPD basis set.

Cartesian coordinates (Å):
N -1.73 -1.95 4.19
H -2.53 3.78 1.74
O -2.80 -2.07 4.78
Cl -1.36 -5.51 0.48
C 2.42 1.46 -2.75
H -1.49 0.65 -2.02
H 1.07 -0.72 0.07
C 1.49 -0.12 -0.71
C -1.43 0.61 0.80
H -1.27 -3.15 -1.04
Cl -1.81 -4.88 3.43
C -1.40 -1.59 0.44
C -1.47 -3.90 0.93
C -2.65 2.73 1.45
O 5.43 0.95 -3.18
C -1.67 -2.30 2.77
C -1.55 -1.28 1.81
C -1.63 -3.61 2.31
H 5.07 2.17 -0.19
C -0.85 -0.15 -1.61
H -3.71 1.69 -0.23
N -1.29 -0.36 -0.21
H 0.43 1.35 -3.51
H -3.11 2.08 2.23
C -1.61 2.06 0.56
O 5.54 2.00 -1.03
H -1.04 -1.06 -2.23
C -2.96 2.47 0.00
H 6.36 1.25 -3.15
B 4.84 1.32 -2.01
H 2.83 2.01 -3.56
C 0.59 0.29 -1.68
H -3.01 3.33 -0.71
C -1.39 -2.91 0.01
C 3.28 0.99 -1.77
H -0.70 2.58 0.25
C 2.83 0.23 -0.73
O -0.75 -1.49 4.77
N -1.58 0.08 1.99
H 3.52 -0.09 0.02
C 1.09 1.06 -2.70

Results
Structure (SMILES) ... O=[N+]([O-])c1c(Cl)c(Cl)cc2c1nc(C1CC1)n2Cc1ccc(B(O)O)cc1
LUMO energy ... -0.0023 Ha

***

[9]
This record from the OMol25 dataset describes C43H43N4O3PSTi as an isolated structure in a non-equilibrium geometry. The level of theory is ωB97M-V with the def2-TZVPD basis set.

Cartesian coordinates (Å):
H -6.12 0.75 0.06
C 5.62 -1.35 -1.66
C -2.27 -3.69 -0.03
H -4.42 2.24 -1.41
C -0.99 -2.35 -2.03
C 4.31 -2.02 2.04
H 2.32 -2.21 -3.46
H -3.21 -2.92 2.45
H -1.15 1.96 1.53
C 3.85 3.84 -1.41
O -1.53 1.00 -1.69
H -2.89 -1.85 4.63
C -3.35 -0.09 -3.59
H 6.54 -1.11 -1.15
H -0.68 4.27 2.18
Ti 0.39 -0.41 -0.05
H 4.64 0.46 -1.04
C -0.02 3.77 1.47
C 3.07 0.05 1.93
C 1.62 2.45 -0.35
N 2.25 -0.56 1.02
N 4.16 -0.72 2.39
C 5.50 -2.53 -2.37
H 6.33 -3.22 -2.41
N -1.05 -1.75 -0.81
C 3.50 2.56 -1.90
H -0.87 2.46 -5.58
H 3.41 0.20 -4.64
C 4.54 -0.46 -1.60
H 4.54 0.30 4.18
H 4.70 4.36 -1.82
H -4.85 0.11 -2.02
C 2.43 1.88 -1.38
H 3.57 -3.68 0.93
H 2.96 1.06 -6.89
H 4.21 -3.76 -3.57
C 0.32 1.47 -4.11
C 0.50 1.73 0.21
H -5.91 0.77 1.81
H -2.94 2.81 -0.60
C -1.67 -2.43 0.20
C -0.29 2.44 1.08
C 0.07 1.96 -5.38
H -1.02 -0.16 4.92
H 0.81 2.20 -7.38
C 3.06 4.43 -0.46
C -1.21 -0.62 3.96
C -2.43 -2.19 2.59
C -3.72 2.04 -0.60
H 5.16 -2.52 2.48
C 4.31 -2.84 -3.02
H 5.54 0.80 2.83
C 1.08 4.42 1.01
S -2.77 0.55 -0.94
H 1.32 5.42 1.33
C 5.08 -0.06 3.31
H 4.09 2.13 -2.70
H -3.69 1.91 1.54
P 1.85 0.29 -2.09
N -0.66 -0.82 1.65
C 1.93 3.77 0.07
H -4.81 1.39 -4.23
H -3.76 -0.91 -4.19
C -1.60 -1.82 1.49
H 0.33 0.46 2.95
H -2.66 -5.22 -1.45
C -3.72 1.26 -4.18
H -4.83 -0.19 0.81
C 3.46 -2.65 1.21
C -0.46 -0.28 2.88
C -1.55 -3.55 -2.31
O 2.92 1.18 2.36
C -2.22 -4.24 -1.27
O 1.51 -2.27 -0.13
H -3.33 1.37 -5.18
H 5.84 -0.77 3.61
C -4.43 1.95 0.74
C 2.47 0.69 -4.84
H -1.47 -3.97 -3.31
H -0.42 1.59 -3.33
H -3.85 -1.34 -1.88
H 3.30 5.43 -0.11
H -2.73 -4.22 0.79
H -5.00 2.87 0.89
C -5.37 0.76 0.86
H -0.47 -1.78 -2.79
C 3.35 -0.75 -2.25
C 3.24 -1.95 -2.96
C -3.84 -0.28 -2.16
C -2.25 -1.59 3.80
C 1.01 1.82 -6.39
C 2.40 -1.85 0.68
H -2.26 -0.20 -3.61
C 1.53 0.83 -3.82
C 2.21 1.18 -6.11
H -3.31 2.07 -3.57

Results
LUMO energy (spin up / spin down) ... 0.0234 / 0.0036 Ha
Multiplicity ... 3

***

[10]
This record from the OMol25 dataset describes one molecule with the formula C6H8S4 in a non-equilibrium geometry. The level of theory is ωB97M-V with the def2-TZVPD basis set.

Cartesian coordinates (Å):
S -2.06 -0.52 -0.37
H 0.35 -0.65 2.31
H 1.99 -1.23 -1.56
S 2.06 -2.60 0.69
H -0.45 2.35 -2.25
H 0.33 0.49 -2.41
H -1.94 -1.05 -1.62
S -1.37 2.27 -1.27
H 2.28 -2.18 2.02
H 0.31 1.86 0.96
C -0.20 0.92 0.88
C 1.28 -0.67 -0.98
C -0.76 0.69 -0.46
C 0.30 0.18 -1.38
H -2.42 0.45 1.50
C 1.24 -1.07 0.39
C 0.48 -0.37 1.32
S -1.43 1.15 2.23

Results
Structure (SMILES) ... SC1=C[C@H](S)C(S)(S)C=C1
LUMO energy ... -0.0072 Ha

***

[11]
This record from the OMol25 dataset describes one molecule with the formula C2H4O2S in a non-equilibrium geometry. The level of theory is ωB97M-V with the def2-TZVPD basis set.

Cartesian coordinates (Å):
H 0.50 -1.58 0.65
O 1.14 1.57 0.13
C 1.40 0.13 0.04
H -0.64 -0.37 -0.09
H -0.24 2.18 -0.79
S 2.97 -0.21 0.05
C 0.37 -0.84 -0.10
O -0.20 1.98 0.09
H 0.62 -1.30 -0.98

Results
Structure (SMILES) ... CC(=S)OO
LUMO energy (spin up / spin down) ... 0.0061 / 0.0061 Ha

***

[12]
This record from the OMol25 dataset describes a 9-piece molecular cluster, C4H25NO11 overall in a non-equilibrium geometry. The level of theory is ωB97M-V with the def2-TZVPD basis set.

Cartesian coordinates (Å):
H 3.58 -2.48 -1.83
H 0.32 2.48 0.87
H -2.58 0.56 0.18
O 0.94 -0.01 3.06
O 3.59 3.87 -0.41
O -0.16 1.80 -3.80
H -1.55 -2.05 2.28
H -3.01 -0.92 1.05
O -2.37 -1.24 -0.79
H -2.10 -0.81 -1.62
H -2.16 0.08 -3.74
O 1.27 2.59 0.97
H -0.04 -2.33 1.61
H 1.74 2.39 -1.05
N 0.14 -0.33 -0.08
H -2.11 -3.28 -1.29
H 1.20 0.96 -1.30
C 0.13 -1.12 3.27
H -0.84 0.60 1.44
O 0.17 -1.66 4.33
H 2.81 4.42 -0.46
C -0.84 -0.39 0.99
H 0.60 2.40 -3.76
H 0.07 1.36 -2.96
H -2.73 -0.11 3.97
H -0.08 -1.02 -0.79
H 3.25 2.99 -0.25
H -1.61 -3.54 -2.80
H 1.61 2.25 1.78
H -0.66 -0.22 -3.52
H -1.31 0.59 4.24
C -0.64 -1.51 2.03
O 2.97 -1.82 -1.48
O -1.61 -3.84 -1.90
O -2.10 0.56 3.70
O -1.55 -0.45 -3.23
O 1.42 1.80 -1.74
H 1.86 -0.19 3.27
C -2.27 -0.47 0.39
H 1.07 -0.56 0.26
H 3.58 -1.35 -0.89

Results
Structure (SMILES) ... N[C@@H](CO)CC(=O)O.O.O.O.O.O.O.O.O
LUMO energy ... -0.0073 Ha

***

no.,molar mass (g mol⁻¹)
1,277.37
2,751.83
3,142.17
4,294.77
5,133.03
6,98.12
7,1012.67
8,406.03
9,774.75
10,208.40
11,92.12
12,263.24